[1]
43
Properties=species:S:1:pos:R:3 method="wB97M-V/def2-TZVPD" e_homo_ev=-9.51 e_tot_ha=-1202.94612 charge=0 gap_ha=0.35999 mol_weight_g_mol=318.30 smiles="NC(N)=O.NC(N)=O.NC(N)=O.NC(N)=O.NC(N)=O.O" e_above_lowest_kj_mol=2.78
C -17.672 7.002 -0.458
O -17.121 5.918 -0.596
N -18.915 7.130 0.088
N -17.075 8.176 -0.833
H -19.172 8.001 0.517
H -19.360 6.301 0.442
H -16.201 8.063 -1.316
H -17.633 8.963 -1.116
C -18.092 -0.388 -0.730
O -17.574 -1.092 0.119
N -18.357 0.942 -0.541
N -18.432 -0.875 -1.965
H -18.531 1.528 -1.337
H -17.960 1.364 0.278
H -18.142 -1.804 -2.205
H -18.966 -0.397 -2.667
C -22.158 4.057 -2.618
O -23.286 3.836 -3.027
N -21.571 3.324 -1.621
N -21.395 5.101 -3.088
H -20.566 3.339 -1.517
H -22.085 2.487 -1.409
H -21.787 5.614 -3.853
H -20.496 5.267 -2.670
C -17.768 5.560 -5.945
O -16.561 5.492 -6.101
N -18.462 4.811 -5.037
N -18.534 6.417 -6.705
H -19.451 4.964 -4.945
H -18.032 4.036 -4.562
H -18.034 6.927 -7.406
H -19.531 6.464 -6.613
C -16.225 1.996 -4.178
O -17.003 2.641 -3.473
N -14.884 2.119 -4.000
N -16.639 1.155 -5.163
H -14.206 1.532 -4.449
H -14.594 2.843 -3.370
H -17.601 1.198 -5.445
H -15.943 0.790 -5.787
O -18.759 3.925 -1.763
H -18.165 4.621 -1.442
H -18.206 3.375 -2.337

[2]
20
Properties=species:S:1:pos:R:3 method="wB97M-V/def2-TZVPD" e_homo_ev=-8.68 e_tot_ha=-419.57091 charge=0 gap_ha=0.33171 mol_weight_g_mol=120.15 smiles="C[C@@H](N)CNC=O.O" e_above_lowest_kj_mol=203.68
C -0.677 -0.742 -0.467
N -0.683 -0.425 0.960
C -1.658 0.172 1.700
O -2.786 0.315 1.238
C -0.219 0.452 -1.363
C 1.138 1.052 -0.968
N -0.310 -0.003 -2.723
H -1.606 -0.970 -0.865
H -0.175 -1.723 -0.628
H 0.123 -0.525 1.658
H -1.467 0.503 2.698
H -1.089 1.106 -1.171
H 1.719 0.496 -0.210
H 1.816 1.251 -1.781
H 1.021 2.038 -0.466
H 0.432 -0.525 -3.153
H -0.776 0.579 -3.384
H 1.120 -0.989 3.548
H 2.467 -1.235 2.637
O 1.611 -0.828 2.742

[3]
70
Properties=species:S:1:pos:R:3 method="wB97M-V/def2-TZVPD" e_homo_ev="-11.56 / -11.39" e_tot_ha=-2776.01701 charge=+1 gap_ha="0.35169 / 0.34518" mol_weight_g_mol=463.47 spin_multiplicity=4
Co -12.715 -9.096 17.269
O -11.083 -10.089 16.892
H -10.158 -10.141 16.633
C -7.687 -5.987 17.295
C -8.543 -7.103 16.733
C -7.813 -8.041 15.791
O -6.598 -8.457 16.369
C -6.274 -9.803 16.113
N -9.114 -7.857 17.893
H -6.751 -6.366 17.704
H -8.192 -5.407 18.065
H -7.405 -5.284 16.503
H -9.393 -6.688 16.179
H -7.663 -7.665 14.767
H -8.469 -8.909 15.599
H -7.069 -10.486 16.441
H -5.385 -10.026 16.699
H -6.097 -9.978 15.048
H -9.738 -8.587 17.515
H -8.340 -8.427 18.243
C -13.449 -8.662 12.715
C -12.528 -8.741 13.945
C -11.344 -7.821 13.837
O -10.512 -8.248 12.790
C -9.684 -7.220 12.287
N -13.263 -8.404 15.200
H -13.975 -7.707 12.771
H -14.132 -9.510 12.728
H -12.837 -8.728 11.818
H -12.225 -9.784 14.069
H -10.807 -7.747 14.792
H -11.737 -6.816 13.587
H -9.149 -7.627 11.429
H -8.949 -6.887 13.024
H -10.293 -6.389 11.914
H -14.147 -8.901 15.104
H -13.534 -7.423 15.107
C -12.128 -5.221 19.161
C -12.552 -6.630 18.791
C -14.057 -6.745 18.670
O -14.345 -8.082 18.220
C -15.651 -8.571 18.501
N -11.978 -7.055 17.459
H -11.041 -5.130 19.166
H -12.487 -4.975 20.163
H -12.507 -4.469 18.464
H -12.170 -7.364 19.498
H -14.462 -6.094 17.886
H -14.523 -6.569 19.641
H -15.694 -9.587 18.110
H -16.407 -7.957 18.015
H -15.753 -8.697 19.582
H -12.403 -6.396 16.815
H -10.975 -6.922 17.557
C -13.964 -11.450 15.728
O -13.934 -10.730 16.738
N -12.825 -12.052 15.311
N -15.077 -11.570 14.942
H -12.016 -11.869 15.893
H -12.798 -12.596 14.469
H -15.126 -12.360 14.324
H -15.852 -10.983 15.186
C -11.775 -10.079 20.320
O -12.500 -9.785 19.367
N -10.429 -10.080 20.191
N -12.304 -10.516 21.504
H -10.066 -9.943 19.263
H -9.806 -10.348 20.930
H -13.305 -10.567 21.510
H -11.697 -10.510 22.302

[4]
79
Properties=species:S:1:pos:R:3 method="wB97M-V/def2-TZVPD" e_homo_ev="-14.58 / -15.25" e_tot_ha=-3509.20514 charge=+3 gap_ha="0.21521 / 0.10335" mol_weight_g_mol=661.87 spin_multiplicity=8 e_above_lowest_kj_mol=927.94
Gd -0.144 0.721 0.175
P 1.720 2.068 1.161
P -1.753 1.190 2.244
P -1.339 2.698 -1.136
H 0.456 -4.686 -7.849
C 0.650 -3.694 -8.260
C 1.917 -3.214 -8.363
H 2.774 -3.808 -8.036
C 2.925 0.930 1.838
C 1.374 3.177 2.501
C 2.636 3.047 0.007
C -3.267 0.317 1.924
C -1.153 0.566 3.736
C -2.155 2.854 2.572
C -0.836 2.800 -2.822
C -1.293 4.362 -0.595
C -3.099 2.305 -1.192
H -0.203 -3.106 -8.600
H 2.114 -2.227 -8.787
H 3.056 0.028 1.217
H 2.627 0.609 2.838
H 3.875 1.477 1.897
H 0.850 2.690 3.333
H 0.773 4.036 2.170
H 2.347 3.541 2.854
H 3.168 2.414 -0.716
H 3.371 3.620 0.591
H 1.996 3.746 -0.550
H -3.885 0.512 2.806
H -3.092 -0.763 1.821
H -3.785 0.661 1.020
H -1.847 0.941 4.484
H -0.137 0.911 3.988
H -1.147 -0.535 3.774
H -2.715 2.803 3.512
H -2.789 3.313 1.802
H -1.275 3.491 2.717
H -1.403 3.619 -3.249
H -1.041 1.872 -3.379
H 0.244 3.026 -2.909
H -2.122 4.865 -1.111
H -0.349 4.836 -0.905
H -1.416 4.502 0.488
H -3.513 2.923 -1.998
H -3.574 2.562 -0.238
H -3.292 1.242 -1.402
C 0.330 -0.540 -2.998
C -1.034 -0.909 -3.068
C -1.473 -1.862 -3.984
C -0.568 -2.467 -4.860
C 0.780 -2.106 -4.807
C 1.221 -1.158 -3.895
S 1.020 0.595 -1.931
H -1.637 -0.025 -0.394
H -1.745 -0.429 -2.390
H -2.529 -2.133 -4.018
H -0.913 -3.219 -5.585
H 1.496 -2.568 -5.486
H 2.271 -0.879 -3.850
C 2.241 -2.597 1.323
P 0.789 -1.492 1.578
C -0.300 -2.486 0.423
C 0.713 -2.049 3.366
C 0.140 -3.259 3.685
C 0.121 -3.721 4.977
C 0.683 -2.988 6.018
C 1.272 -1.766 5.711
C 1.292 -1.331 4.418
H 2.459 -2.654 0.283
H 3.067 -2.196 1.883
H 2.003 -3.608 1.710
H -0.155 -3.540 0.618
H -1.318 -2.198 0.573
H 0.020 -2.251 -0.615
H -0.322 -3.893 2.886
H -0.348 -4.702 5.226
H 0.673 -3.344 7.046
H 1.720 -1.161 6.521
H 1.780 -0.304 4.266